Entry 1:
The following is a quantum chemistry calculation of a structure of composition C37H33MnN3O4S5, from the OMol25 dataset.

Its spin multiplicity is 2. For the molar mass, the calculation gives 798.96 Da. Its net charge is -2. The value obtained for the energy relative to the best compared isomer or geometry (same formula, charge and spin) is 4.6 kcal/mol. For the HOMO energy (spin up / spin down), the calculation gives -0.986 / -0.657 eV. The value obtained for the HOMO-LUMO gap (spin up / spin down) is 5.21 / 4.88 eV.

Geometry (Å):
Mn -0.4273 -0.4794 0.5545
C -2.4626 -3.6944 -2.0517
C -1.5593 -3.0038 -1.0519
N -1.5636 -1.7174 -0.9202
N -2.4989 -1.1071 -1.7588
C -2.4736 0.1857 -1.7674
S -1.5545 1.2908 -0.8795
S -3.6380 0.9179 -2.9473
C -3.4702 -0.2283 -4.3508
C -2.1521 -0.0813 -5.0598
C -1.0391 -0.8288 -4.6779
C 0.1829 -0.6528 -5.3125
C 0.3140 0.2689 -6.3418
C -0.7889 1.0177 -6.7312
C -2.0069 0.8429 -6.0924
C -0.7159 -3.8796 -0.2193
C -1.0696 -5.2263 -0.0713
C -0.3084 -6.1318 0.6463
C 0.8799 -5.6874 1.2272
C 1.2573 -4.3702 1.1134
C 0.4614 -3.4125 0.4313
O 0.8242 -2.1784 0.4120
H -2.6308 -3.0636 -2.9168
H -3.4441 -3.8879 -1.6089
H -2.0296 -4.6412 -2.3694
H -4.2895 0.0150 -5.0307
H -3.6132 -1.2401 -3.9778
H -1.1280 -1.5285 -3.8575
H 1.0386 -1.2316 -4.9861
H 1.2704 0.4095 -6.8316
H -0.6979 1.7466 -7.5281
H -2.8610 1.4446 -6.3844
H -1.9900 -5.5783 -0.5198
H -0.6324 -7.1601 0.7506
H 1.5039 -6.3770 1.7874
H 2.1595 -4.0020 1.5883
O 2.4801 -0.9134 1.9087
C 3.2263 0.0727 1.2795
C 2.8495 0.4623 -0.1390
C 3.8363 1.1041 -0.8955
C 3.5843 1.4424 -2.2081
C 2.3548 1.0994 -2.7552
C 1.4295 0.4823 -1.9353
N 1.6476 0.1987 -0.6464
H 2.0155 -1.5016 1.2608
H 4.2862 -0.2290 1.2138
H 3.1978 0.9781 1.8990
H 4.7943 1.3182 -0.4364
H 4.3369 1.9488 -2.8019
H 2.0992 1.3185 -3.7836
H 0.4428 0.2341 -2.3048
O 0.0731 1.0365 1.8243
C 0.1336 2.1078 2.6207
C 0.2994 3.4138 1.8022
C 0.6965 3.4859 0.5047
C 0.7708 4.8191 0.0111
C 0.4227 5.7430 0.9478
S -0.0170 4.9910 2.4280
C -1.1431 2.2754 3.4538
C -1.3141 2.6970 4.7420
C -2.6856 2.7844 5.1095
C -3.5102 2.4234 4.0841
S -2.6391 1.9598 2.6882
C 1.3312 2.0196 3.5856
C 2.3959 2.8553 3.7767
C 3.3426 2.3479 4.7104
C 2.9709 1.1334 5.2074
S 1.4940 0.6008 4.5346
H 0.8842 2.5930 -0.0682
H 1.0480 5.0713 -1.0040
H 0.3685 6.8151 0.8357
H -0.4845 2.9305 5.3961
H -3.0371 3.0768 6.0908
H -4.5875 2.3586 4.0979
H 2.4986 3.7989 3.2590
H 4.2564 2.8574 4.9879
H 3.5055 0.5174 5.9141
C -1.0820 -2.1212 2.9879
C -1.6943 -1.2398 1.8729
O -2.9115 -1.0673 1.9437
H -1.7374 -2.1122 3.8651
H -0.0747 -1.7908 3.2527
H -1.0016 -3.1474 2.6153

---

Entry 2:
The following is a quantum chemistry calculation of a cluster of 3 separate species, C23H41N4O5S2 in total at a distorted geometry, from the OMol25 dataset.

For the molar mass, the calculation gives 517.74 Da. Its net charge is +1. For the HOMO energy, the calculation gives -11.633 eV. The value obtained for the HOMO-LUMO gap is 8.60 eV.

Geometry (Å):
C 1.3294 -0.9516 3.1993
C 2.4310 -0.5539 2.2509
O 2.7656 -1.2728 1.3458
N 3.0535 0.6758 2.4893
C 2.6708 1.7720 1.5791
C 1.4852 2.6074 2.0349
C 0.1215 2.1051 1.4951
C -0.5957 3.2961 0.8898
N -1.8597 3.0527 0.1621
C -3.0214 2.9634 0.8526
N -4.1581 2.8669 0.1564
N -3.0054 2.9190 2.2029
C -4.2397 2.4961 2.9247
C -4.2868 0.9726 3.0051
C -4.3682 0.3828 1.6168
C -5.5543 0.4526 0.9140
C -5.6053 -0.0062 -0.3764
C -4.4849 -0.5224 -0.9799
C -3.3033 -0.6284 -0.2865
C -3.2493 -0.1716 1.0262
H 1.7154 -1.5878 3.9844
H 0.5789 -1.4702 2.6291
H 0.8940 -0.0717 3.6637
H 2.8971 0.9375 3.4523
H 2.5465 1.4004 0.5712
H 3.5297 2.4311 1.5553
H 1.6471 3.6166 1.6728
H 1.4503 2.6682 3.1171
H 0.2874 1.3372 0.7459
H -0.4516 1.6843 2.3084
H 0.0748 3.6834 0.1330
H -0.7015 4.0904 1.6137
H -1.7994 2.2051 -0.4042
H -4.2021 2.2617 -0.6465
H -4.9407 3.4309 0.4278
H -2.6150 3.7480 2.6369
H -4.1462 2.8842 3.9303
H -5.1650 2.9018 2.5420
H -5.1442 0.6853 3.6016
H -3.4133 0.6329 3.5444
H -6.4350 0.8759 1.3623
H -6.5169 0.0459 -0.9439
H -4.5079 -0.8602 -1.9989
H -2.4161 -1.0416 -0.7162
H -2.3394 -0.2336 1.5920
C 5.9247 -0.3004 -2.4168
C 6.3739 0.8528 -3.3259
C 5.1523 1.7505 -3.5671
S 4.1048 1.5588 -2.1197
O 2.8663 0.9300 -2.5150
O 4.0995 2.7811 -1.3516
C 5.1210 0.3426 -1.2900
H 6.7712 -0.8632 -2.0281
H 5.2912 -0.9897 -2.9790
H 7.1585 1.4243 -2.8274
H 6.7821 0.4902 -4.2673
H 5.4209 2.7985 -3.6680
H 4.5777 1.4300 -4.4335
H 4.4824 -0.3546 -0.7492
H 5.7673 0.8756 -0.5934
C 0.0693 -5.9486 -2.0386
C 0.6515 -4.6433 -2.6000
C -0.4971 -3.6321 -2.6946
S -1.6737 -4.0953 -1.4169
O -2.9052 -4.5085 -2.0367
O -1.6754 -3.0877 -0.3777
C -0.7909 -5.5412 -0.8464
H 0.8505 -6.6459 -1.7428
H -0.5494 -6.4365 -2.7943
H 1.4176 -4.2634 -1.9224
H 1.1177 -4.7946 -3.5720
H -0.1634 -2.6127 -2.5137
H -1.0142 -3.6906 -3.6504
H -1.5064 -6.3001 -0.5390
H -0.1763 -5.2378 0.0007

---

Entry 3:
The following is a quantum chemistry calculation of a cluster of 2 separate species, C6H9FSe in total at a distorted geometry, from the OMol25 dataset.

For the molar mass, the calculation gives 179.10 Da. The value obtained for the energy relative to the best compared isomer or geometry (same formula, charge and spin) is 67.9 kcal/mol. For the HOMO energy, the calculation gives -8.191 eV. The value obtained for the HOMO-LUMO gap is 8.48 eV.

Geometry (Å):
C -1.4913 -0.4610 1.4323
C -1.4486 0.9009 1.2266
C -1.5532 -1.4750 0.2490
C -1.6338 1.6280 -0.1490
C -0.6771 -1.1646 -0.9806
C 3.5268 -0.2032 -0.9093
F 2.6547 0.6632 -1.4650
Se -0.4841 0.5243 -1.4608
H -1.0922 -0.8456 2.3766
H -1.3208 1.5861 2.0306
H -1.3485 -2.4647 0.5484
H -2.6129 -1.4643 -0.0054
H -2.6750 1.6622 -0.4307
H -1.1021 2.5697 -0.1757
H 4.5428 0.2150 -0.7881
H 3.1772 -0.5388 0.0616
H 3.5380 -1.1321 -1.5605

---

Entry 4:
The following is a quantum chemistry calculation of a structure of composition C24H37N4OS2 at a distorted geometry, from the OMol25 dataset.

For the molar mass, the calculation gives 461.72 Da. Its net charge is +1. The value obtained for the energy relative to the best compared isomer or geometry (same formula, charge and spin) is 0.0 kcal/mol. For the HOMO energy, the calculation gives -11.033 eV. The value obtained for the HOMO-LUMO gap is 8.14 eV.

Geometry (Å):
C 4.5316 1.9377 1.0187
C 3.9062 1.3903 -0.0176
C 4.2864 0.0721 -0.6462
C 5.7925 0.0158 -0.9235
O 6.1115 -0.8195 -2.0234
C 5.2486 -1.9150 -2.2255
C 3.7793 -1.4929 -2.4936
C 2.7736 -2.4730 -1.8797
C 1.3375 -1.9328 -1.7573
C 0.9537 -1.4581 -0.3355
S 0.6178 0.3131 -0.1714
C -1.0667 0.7181 -0.6413
S -1.5462 2.1306 -0.0288
N -1.8981 -0.0636 -1.4682
C -2.3418 -1.3328 -0.8510
C -2.5318 -1.2736 0.6526
C -1.4493 -0.2500 -2.8551
C -0.6311 0.8931 -3.4351
N 3.6419 -0.0773 -1.9915
H 4.9972 1.3752 1.8204
H 4.5265 3.0158 1.1167
H 3.0319 1.8862 -0.4299
H 4.0001 -0.7821 -0.0271
H 6.1221 1.0203 -1.1954
H 6.3428 -0.2624 -0.0207
H 5.6092 -2.4184 -3.1207
H 5.3039 -2.6378 -1.4037
H 3.6191 -1.4822 -3.5716
H 2.7411 -3.3254 -2.5622
H 3.1486 -2.8805 -0.9380
H 0.6268 -2.7028 -2.0549
H 1.1909 -1.0995 -2.4468
H 1.8257 -1.5886 0.3113
H 0.1703 -2.0698 0.1036
H -1.6960 -2.1677 -1.1606
H -3.3259 -1.5499 -1.2743
H -3.1771 -2.0982 0.9536
H -1.6082 -1.3350 1.2336
H -3.0415 -0.3565 0.9483
H -0.9605 -1.2215 -2.9936
H -2.3630 -0.3023 -3.4547
H -1.1926 1.8257 -3.4241
H 0.3427 1.0233 -2.9607
H -0.4430 0.6571 -4.4854
H 2.6783 0.2795 -2.0143
H 4.1907 0.5107 -2.6256
N 1.2171 4.3781 4.8274
C 0.7408 4.0513 3.6285
C -0.1855 3.0411 3.4156
C -0.6431 2.3284 4.5128
C -0.1587 2.6565 5.7686
C 0.7660 3.6863 5.8712
H 1.1239 4.6312 2.7951
H -0.5321 2.8216 2.4142
H -1.3664 1.5317 4.3911
H -0.4882 2.1287 6.6530
H 1.1659 3.9740 6.8370
N -5.6958 -1.3038 -0.3585
C -6.4028 -2.2812 0.2069
C -7.4748 -2.0598 1.0575
C -7.8317 -0.7514 1.3411
C -7.1052 0.2768 0.7622
C -6.0523 -0.0510 -0.0778
H -6.0930 -3.2920 -0.0363
H -8.0142 -2.8935 1.4851
H -8.6622 -0.5368 2.0008
H -7.3483 1.3125 0.9545
H -5.4620 0.7259 -0.5530

---

no.,energy (Eh)
1,-5036.8930
2,-2292.3526
3,-2735.1492
4,-2026.9972